C49H74F9N2O23S2 | wB97M-V/def2-TZVPD

Computed properties:
- lowest unoccupied orbital energy (eV) = 1.28
- net charge = -1
- E_tot (eV) = -148209.02796
- Kohn-Sham gap (eV) = 5.992

The geometry in XYZ format:
```
159
Properties=species:S:1:pos:R:3:forces:R:3:mulliken_charge:R:1
S -2.185 -2.905 -2.824 -0.60 -1.67 0.67 -0.069
S -1.710 -5.817 -3.426 -0.63 0.52 0.87 -0.197
F 5.941 0.436 -0.324 -2.82 -0.06 -1.26 -0.342
F 4.105 0.054 1.394 -1.67 0.48 -2.71 -0.280
F 6.160 -1.709 -1.491 -2.52 0.73 0.23 -0.366
F 4.381 2.803 0.586 -2.84 -1.60 -0.94 -0.156
F 2.519 2.538 -0.847 2.49 -1.05 2.91 -0.238
F 4.105 -2.299 -0.686 1.29 2.65 -1.60 -0.208
F 4.627 1.023 -2.098 -0.27 -1.29 2.62 -0.295
F 2.300 -0.160 -0.133 3.35 1.15 0.80 -0.076
F 2.304 2.140 1.372 2.50 0.15 -2.36 -0.259
O 0.365 3.425 13.326 0.24 0.13 -0.88 -0.537
O -7.014 4.444 1.788 -0.42 0.46 0.32 -0.221
O 2.942 2.767 7.260 0.21 0.17 -0.80 -0.547
O 9.999 5.793 -2.021 -0.72 -0.33 0.26 -0.535
O -4.898 4.081 -3.055 -0.21 1.04 0.52 -0.511
O 2.715 3.802 5.256 0.21 -0.48 0.53 -0.343
O 8.906 3.950 -1.288 0.10 0.71 -0.21 -0.317
O 0.136 4.460 11.324 0.15 -0.39 0.40 -0.326
O -8.510 4.618 3.456 0.36 0.39 -0.38 -0.338
O 8.445 7.420 -6.257 0.23 0.57 -0.10 -0.322
O -4.428 6.185 -2.356 -0.20 -0.46 0.04 -0.321
O 1.671 2.838 11.571 -0.49 0.44 0.41 -0.318
O 4.249 2.177 5.505 -0.51 0.49 0.49 -0.339
O 7.932 5.966 -1.112 0.60 -0.23 -0.16 -0.340
O -1.702 -8.128 -6.070 -0.79 -0.56 0.33 -0.514
O 8.500 9.493 -7.168 0.42 -0.70 0.48 -0.530
O -7.841 6.476 2.347 0.06 -0.88 0.07 -0.532
O 0.871 -2.543 -1.273 1.54 -0.38 -2.53 -0.666
O -6.043 5.002 -1.335 0.37 0.00 -0.50 -0.264
O -2.794 -9.924 -5.227 0.07 0.45 -0.20 -0.342
O 1.830 -4.540 -1.937 -0.77 5.57 -2.16 -0.863
O -3.742 -7.888 -5.111 0.51 -0.54 -0.29 -0.239
O 10.303 8.671 -6.071 -0.57 -0.03 -0.35 -0.332
N -2.763 -4.907 -0.942 0.57 1.12 -1.17 0.051
N 0.613 -2.120 -4.227 0.68 0.10 -0.86 -0.043
C 3.543 0.435 0.135 -0.43 0.98 0.54 0.454
C -4.732 -8.829 -4.722 -0.78 0.31 0.16 -0.316
C 6.939 5.001 -0.791 -0.88 0.13 0.12 -0.237
C -3.397 -1.443 0.965 0.81 0.29 0.20 -0.804
C -3.954 1.431 -4.420 1.00 -0.23 -0.15 -1.028
C -0.480 -3.209 4.832 -0.55 2.07 -0.11 -0.365
C 2.788 -1.138 -3.357 0.01 -0.37 -1.19 -0.384
C -7.793 5.290 2.515 -0.06 0.91 -0.10 0.607
C 3.235 2.038 0.282 -2.10 0.27 0.45 0.454
C -3.932 -10.050 -4.389 -0.17 -0.68 0.49 -0.316
C -1.714 -5.816 3.945 -0.14 -0.54 -0.40 -0.912
C -5.110 7.082 -1.490 0.11 0.76 0.03 -0.343
C -2.655 -8.601 -5.521 0.73 0.65 -0.37 0.635
C 7.744 3.777 -0.487 -0.32 -0.84 0.43 0.041
C 1.901 -2.482 -3.548 -0.06 0.44 0.22 -0.006
C -2.124 -6.111 1.292 0.65 -0.59 0.42 -0.872
C 9.036 5.283 -1.520 0.71 0.31 -0.34 0.570
C 4.179 2.471 4.116 0.39 -0.58 -0.75 -0.003
C 1.602 3.131 10.180 0.52 -0.44 -0.72 -0.148
C -3.161 -0.247 -0.125 -0.73 -0.84 0.74 0.004
C 9.459 6.572 -5.734 -0.07 -0.87 0.15 -0.197
C 4.752 -1.348 -1.519 1.13 -2.10 -1.42 0.727
C 4.332 -1.485 -3.077 -0.44 -0.25 0.58 -1.100
C 0.693 3.561 12.181 -0.21 -0.21 0.99 0.606
C -2.621 -2.787 0.564 0.20 -0.46 0.12 2.299
C 0.060 -1.676 4.687 0.39 -1.05 -0.39 -1.064
C 4.677 0.162 -0.973 1.85 -0.41 0.03 0.661
C -5.104 5.003 -2.319 0.14 -0.88 -0.68 0.569
C -4.637 1.220 -1.865 -0.34 -0.73 -0.41 -0.075
C 3.518 3.811 4.085 -0.06 0.66 -0.72 -0.234
C 0.233 -4.524 -5.157 0.30 -0.26 -0.51 -0.328
C -2.730 -4.616 4.270 0.03 -0.17 -0.57 -0.296
C -2.038 -3.173 4.422 0.40 0.03 0.54 0.210
C -3.542 -3.860 -0.231 -0.56 1.91 1.16 -1.438
C -7.061 3.176 2.431 0.54 -0.79 -0.18 -0.172
C 10.479 7.543 -5.224 0.67 -0.12 0.69 -0.198
C -2.294 -4.475 -2.259 0.44 0.58 -0.70 -0.153
C 0.360 -2.952 -5.441 -0.87 0.26 -0.30 -0.740
C -3.500 0.891 -2.955 -0.31 0.81 -0.84 0.446
C 1.514 -3.194 -2.164 -0.21 -4.25 3.37 0.301
C 0.938 4.473 10.151 -0.02 0.54 -0.65 -0.283
C -8.353 3.231 3.188 -0.45 -0.66 0.32 -0.406
C 9.033 8.611 -6.556 -0.48 0.80 -0.55 0.639
C -1.275 -5.067 -5.061 -0.08 0.61 -1.16 -0.545
C -4.614 0.283 -0.557 0.68 0.76 0.07 -0.351
C -5.826 6.164 -0.547 -0.37 0.25 0.79 -0.138
C 3.271 2.902 6.114 -0.17 -0.19 0.75 0.574
C -1.057 -5.745 2.471 -0.71 -0.57 0.33 -0.366
C -1.664 -5.489 -0.116 1.14 -1.60 0.37 -0.162
H -0.588 -4.712 2.337 -0.58 -1.49 -0.11 0.161
H 9.063 5.931 -4.946 -0.10 0.14 -0.12 0.163
H 11.497 7.157 -5.299 -0.07 0.20 -0.07 0.306
H 2.454 -3.199 -4.246 -0.34 0.82 1.16 0.053
H -1.214 -6.365 -0.725 -0.67 1.57 0.86 0.503
H 4.237 4.634 4.156 -0.03 -0.04 0.05 0.265
H -2.315 -6.800 4.011 0.86 1.41 -0.10 0.414
H -2.076 -4.293 -5.362 1.38 -1.00 0.73 0.348
H -3.690 2.548 -4.537 -0.81 -1.82 0.22 0.171
H 1.136 -2.682 -6.254 -0.83 -0.89 1.01 0.332
H -4.994 0.939 0.318 0.35 -1.21 -1.19 -0.236
H -5.059 1.217 -4.656 1.63 0.48 0.49 0.294
H -4.252 -4.301 0.572 1.20 0.23 -1.41 0.343
H 2.597 3.148 9.737 -0.11 -0.13 0.16 0.247
H -4.529 -1.616 1.135 1.75 0.15 -0.28 0.399
H -3.193 -5.868 1.605 1.45 -0.05 -0.53 0.295
H -5.414 -8.992 -5.562 0.05 -0.01 0.02 0.250
H -2.578 -2.588 5.262 0.78 -0.86 -1.33 0.466
H -5.303 -8.459 -3.868 0.15 0.16 -0.12 0.288
H -2.547 0.595 0.362 -0.91 -1.21 -0.83 0.335
H 10.289 7.844 -4.190 -0.01 -0.08 -0.06 0.209
H -2.075 -7.265 1.209 -0.29 1.81 0.08 0.412
H -2.125 -2.517 3.480 0.01 -1.26 1.29 -0.587
H -1.377 -5.911 -5.843 0.00 1.04 1.75 0.302
H -4.237 -3.249 -0.923 1.34 -1.29 0.68 0.421
H 0.177 -3.829 4.139 -1.06 0.53 1.17 0.270
H 0.324 4.615 9.261 -0.06 0.02 0.21 0.268
H -6.773 6.578 -0.198 0.06 -0.23 -0.01 0.277
H -7.041 2.368 1.698 0.08 0.23 -0.07 0.218
H 9.846 5.944 -6.542 -0.02 0.06 0.02 0.258
H -5.651 1.022 -2.388 1.51 0.48 0.80 0.332
H 1.200 -1.713 4.858 -1.77 0.44 -0.03 0.320
H -5.216 5.894 0.320 -0.06 0.03 -0.07 0.168
H -8.317 2.657 4.115 -0.06 0.23 -0.01 0.315
H -3.602 -10.063 -3.346 -0.01 0.05 -0.06 0.255
H -0.861 -5.927 4.710 -1.38 0.43 -0.99 0.334
H 6.340 5.327 0.061 0.14 0.15 -0.13 0.258
H -6.193 3.081 3.089 -0.06 0.03 -0.03 0.237
H 8.044 3.723 0.564 0.01 0.03 -0.07 0.219
H 1.655 5.297 10.222 -0.03 -0.06 0.02 0.269
H -4.627 2.332 -1.594 0.13 -1.77 -0.37 -0.271
H -2.212 -3.322 1.507 -0.74 0.90 -1.40 -1.380
H -0.657 -2.597 -5.868 1.54 -0.55 0.63 0.278
H 3.583 1.699 3.621 0.03 0.06 0.05 0.089
H -4.471 -10.974 -4.602 0.21 0.03 -0.09 0.291
H -4.405 7.739 -0.978 0.06 -0.13 -0.18 0.298
H 1.006 2.359 9.686 0.05 0.07 0.02 0.228
H -5.798 7.692 -2.084 0.02 -0.06 0.02 0.259
H -9.203 2.887 2.591 0.06 0.05 0.01 0.277
H -3.265 -0.220 -3.070 -0.51 1.43 0.50 -0.291
H 0.784 -4.890 -4.221 -0.57 0.89 -1.15 0.325
H -0.098 -1.327 3.605 0.15 -0.43 1.57 0.222
H -2.950 -1.085 1.960 -0.80 -0.53 -1.26 0.099
H 4.492 -2.577 -3.379 -0.10 1.46 0.78 0.458
H 2.320 -0.394 -2.628 0.58 -1.28 -0.77 0.204
H 2.759 -0.620 -4.394 0.09 -0.72 1.59 0.282
H -5.320 -0.616 -0.668 1.06 1.32 0.03 0.386
H 5.175 2.487 3.672 -0.04 -0.11 0.21 0.277
H 0.742 -5.062 -6.047 -0.88 0.80 1.36 0.325
H -2.552 -0.719 -0.966 -0.99 0.90 0.92 -0.109
H -3.322 0.870 -5.209 -1.00 0.83 1.15 0.306
H -0.256 -6.570 2.422 -0.91 1.55 0.07 0.345
H 6.283 4.865 -1.656 0.06 0.01 0.04 0.291
H 7.217 2.860 -0.754 0.24 0.02 -0.05 0.047
H -0.396 -3.471 5.939 0.13 -0.12 -1.58 0.246
H -0.785 -4.779 0.083 -1.36 -0.63 -0.57 -0.047
H -0.481 -0.969 5.404 0.90 -0.95 -0.94 0.298
H -3.349 -4.897 5.198 1.03 0.53 -1.26 0.379
H 0.678 -1.146 -4.581 -0.10 -0.81 0.53 0.245
H 2.905 3.952 3.194 -0.08 0.01 0.22 0.234
H -3.476 -4.564 3.391 1.04 -0.08 1.35 0.089
H -2.514 1.436 -2.714 -1.46 -0.97 -0.14 0.236
H -1.698 -2.531 -0.068 -1.33 -0.32 0.85 -0.184
H 5.044 -0.862 -3.737 -1.11 -0.79 1.42 0.373
```
Positions in Å, forces in eV/Å.


CH5OP | wB97M-V/def2-TZVPD

Computed properties:
- lowest unoccupied orbital energy (eV) = 0.62
- E_tot (eV) = -12450.39865
- Kohn-Sham gap (eV) = 9.303
- energy above the lowest of the compared OMol25 structures with the same formula, charge and spin (kJ/mol) = 360.90

The geometry in XYZ format:
```
8
Properties=species:S:1:pos:R:3:forces:R:3:mulliken_charge:R:1
P -1.365 -0.415 -0.112 1.64 -1.99 1.10 -0.052
O 1.538 -0.756 -0.155 0.38 -1.54 -1.39 -0.420
C 0.494 -0.050 0.334 -0.46 3.80 -1.20 -0.279
H -2.042 0.414 0.768 0.19 0.39 0.64 0.047
H 0.884 1.647 -0.044 -1.04 -3.40 0.91 0.131
H 0.611 -0.090 1.404 -0.19 0.43 0.37 0.213
H -1.615 0.404 -1.131 0.01 1.31 -1.68 0.046
H 1.495 -1.153 -1.065 -0.53 1.00 1.26 0.314
```
Positions in Å, forces in eV/Å.


C3H6N | wB97M-V/def2-TZVPD

Computed properties:
- SMILES = C1[C@H]2C[N@@H+]12
- lowest unoccupied orbital energy (eV) = -3.42
- net charge = +1
- E_tot (eV) = -4688.20197
- Kohn-Sham gap (eV) = 14.337
- energy above the lowest of the compared OMol25 structures with the same formula, charge and spin (kJ/mol) = 184.75

The geometry in XYZ format:
```
10
Properties=species:S:1:pos:R:3:forces:R:3:mulliken_charge:R:1
N 0.330 -0.682 0.147 -0.19 -0.17 -2.55 -0.107
C -0.820 0.230 0.171 4.08 1.14 -1.19 -0.032
C -0.118 -0.035 -1.102 -1.89 0.08 -1.95 -0.245
C 0.429 0.557 0.887 -0.24 -1.60 2.57 -0.338
H -0.784 -0.652 -1.840 1.94 1.04 1.24 0.293
H 0.533 0.815 -1.429 -0.48 -1.29 -0.22 0.242
H 0.531 0.272 1.910 -0.44 0.51 0.96 0.296
H -1.754 -0.007 0.424 -3.41 -0.81 1.34 0.338
H 0.443 -1.676 0.251 -0.01 -0.24 0.72 0.318
H 1.210 1.178 0.580 0.65 1.36 -0.92 0.235
```
Positions in Å, forces in eV/Å.


C8H18N | wB97M-V/def2-TZVPD

Computed properties:
- SMILES = C=[N+](C(C)C)C(C)(C)C
- lowest unoccupied orbital energy (eV) = -3.84
- net charge = +1
- E_tot (eV) = -10071.30375
- Kohn-Sham gap (eV) = 11.835
- energy above the lowest of the compared OMol25 structures with the same formula, charge and spin (kJ/mol) = 67.70

The geometry in XYZ format:
```
27
Properties=species:S:1:pos:R:3:forces:R:3:mulliken_charge:R:1
N -0.005 -0.060 -0.580 -1.42 -2.91 0.51 0.371
C 0.179 -2.660 -0.224 0.16 -0.04 0.05 -1.307
C -0.571 1.533 1.155 0.04 -0.10 -0.16 -1.612
C 0.518 1.055 0.190 0.49 0.92 0.54 1.435
C -2.110 -1.551 -0.080 -0.10 0.09 0.12 -1.159
C -0.647 -1.495 0.228 1.00 2.00 -0.63 0.173
C 0.913 2.204 -0.738 -0.02 -0.15 0.08 -2.120
C -0.059 -0.140 -1.835 0.01 0.12 -0.38 -0.163
C 1.755 0.557 0.947 -0.12 0.05 -0.12 -1.570
H -0.807 0.790 1.909 -0.05 -0.10 0.11 0.348
H -0.456 -1.247 1.269 0.03 0.07 -0.10 0.280
H 0.009 -3.477 0.477 -0.07 -0.05 -0.02 0.419
H -0.463 -1.025 -2.302 -0.07 -0.17 0.05 0.209
H 2.203 1.392 1.477 0.01 0.06 0.07 0.459
H -0.222 2.425 1.666 0.06 0.07 0.07 0.470
H 1.507 -0.209 1.675 -0.03 -0.12 0.11 0.347
H -0.095 -3.012 -1.213 -0.04 -0.03 -0.13 0.362
H 0.278 0.646 -2.495 0.11 0.20 0.10 0.311
H 1.294 3.024 -0.138 0.01 0.02 0.08 0.441
H 1.243 -2.436 -0.201 0.07 0.00 0.02 0.382
H 1.702 1.912 -1.428 0.07 0.01 -0.07 0.506
H 0.056 2.574 -1.295 -0.07 0.07 -0.10 0.500
H -2.521 -2.423 0.433 -0.01 -0.03 0.00 0.417
H -1.478 1.790 0.612 -0.10 0.05 -0.03 0.406
H -2.636 -0.673 0.285 -0.05 0.05 0.01 0.358
H 2.493 0.161 0.254 0.09 -0.03 -0.06 0.408
H -2.310 -1.676 -1.141 0.01 -0.05 -0.12 0.326
```
Positions in Å, forces in eV/Å.


C22H30N4O4 | wB97M-V/def2-TZVPD

Computed properties:
- SMILES = CCN(CC)C(=O)c1[nH]cnc1C(=O)N[C@@H](Cc1ccccc1)C(=O)OC(C)(C)C
- lowest unoccupied orbital energy (eV) = 0.75
- E_tot (eV) = -37453.60709
- Kohn-Sham gap (eV) = 9.756
- energy above the lowest of the compared OMol25 structures with the same formula, charge and spin (kJ/mol) = 109.42

The geometry in XYZ format:
```
60
Properties=species:S:1:pos:R:3:forces:R:3:mulliken_charge:R:1
O 4.672 -0.643 1.860 0.15 -0.09 0.19 -0.680
O -0.771 0.216 -1.853 -0.06 0.08 0.03 -0.645
O 0.783 -0.485 0.501 0.11 0.08 0.22 -0.684
O -1.920 0.480 0.072 -0.18 0.11 0.34 0.329
N 2.251 -3.652 -0.341 -0.32 -0.19 -0.08 -0.737
N -0.089 -2.271 -0.575 -0.14 -0.18 -0.15 -0.101
N 4.270 -2.963 0.185 0.00 0.19 0.01 -0.049
N 3.683 0.556 0.221 0.00 -0.05 0.08 0.409
C -0.529 2.491 -0.039 -0.11 -0.24 -0.07 -1.672
C 3.012 0.656 -1.056 -0.17 0.13 -0.43 0.126
C 3.462 -1.868 0.291 -0.72 -0.11 0.02 -0.293
C -5.804 -1.637 -0.575 -0.11 0.00 -0.08 -0.693
C 5.473 2.176 0.816 -0.20 -0.05 0.03 -1.242
C -5.527 -0.456 1.486 -0.01 0.03 0.09 -0.604
C -2.237 -2.121 0.617 0.04 0.03 -0.21 -1.105
C -3.671 -1.675 0.547 -0.09 -0.12 0.11 0.602
C 3.497 -4.002 -0.204 0.06 -0.14 -0.04 -0.496
C -6.327 -0.829 0.420 -0.10 0.02 -0.05 -0.523
C -4.489 -2.059 -0.509 0.07 0.01 0.06 -0.323
C 2.194 -2.324 -0.022 1.05 0.12 0.17 1.294
C -1.948 1.930 0.033 -0.04 0.70 -0.11 1.648
C -1.305 -0.213 -0.860 -0.04 -0.45 -0.65 0.069
C 0.918 -1.593 0.008 -0.10 -0.23 -0.06 -0.093
C -2.796 2.386 -1.153 0.15 -0.27 0.12 -1.797
C 3.985 -0.594 0.847 0.02 0.09 -0.07 0.417
C -4.210 -0.877 1.547 -0.07 -0.08 -0.02 -0.342
C -1.430 -1.735 -0.631 0.06 0.18 0.33 0.035
C 4.000 1.789 0.924 0.31 0.04 0.25 -0.767
C 3.821 1.440 -2.085 -0.13 -0.20 0.17 -1.622
C -2.612 2.324 1.353 0.15 -0.28 -0.32 -1.670
H 5.770 2.327 -0.218 0.04 0.05 -0.10 0.285
H 2.033 1.124 -0.913 0.05 -0.10 -0.02 -0.179
H -2.197 -3.210 0.713 0.06 0.05 0.03 0.374
H -2.011 1.970 2.186 0.07 -0.02 0.15 0.391
H -7.353 -0.497 0.367 -0.08 0.02 0.00 0.401
H -1.908 -2.134 -1.533 0.07 0.12 0.12 0.670
H -2.877 3.470 -1.153 -0.02 0.13 0.03 0.461
H 5.649 3.096 1.368 0.07 0.12 0.05 0.414
H -6.425 -1.941 -1.406 -0.05 -0.03 -0.06 0.408
H 0.105 -3.210 -0.892 0.02 0.07 -0.03 0.402
H -1.753 -1.681 1.489 0.03 -0.07 0.01 0.315
H -0.121 2.358 -1.037 0.06 0.03 -0.01 0.327
H -4.100 -2.701 -1.287 0.05 -0.07 -0.10 0.350
H 2.842 -0.350 -1.438 -0.04 0.16 0.04 0.347
H 6.085 1.389 1.248 0.06 -0.03 0.02 0.301
H 0.103 1.958 0.668 0.09 0.02 0.09 0.309
H -3.589 -0.581 2.379 0.10 0.06 0.07 0.414
H -5.930 0.167 2.272 -0.02 0.05 0.06 0.412
H 3.941 2.479 -1.791 0.06 0.13 0.00 0.354
H -2.704 3.405 1.415 0.01 0.12 -0.02 0.460
H 3.760 1.634 1.980 -0.07 0.08 -0.12 0.469
H -3.792 1.954 -1.085 -0.12 0.00 0.02 0.367
H -0.538 3.549 0.206 -0.05 0.12 0.05 0.572
H 4.805 0.995 -2.219 0.12 0.00 -0.04 0.367
H 3.877 -4.989 -0.380 0.18 -0.18 -0.01 0.488
H 3.358 2.576 0.527 -0.04 -0.05 0.01 0.390
H 5.252 -2.967 0.413 -0.07 -0.03 0.02 0.208
H -2.337 2.067 -2.086 0.01 0.04 -0.06 0.393
H 3.297 1.415 -3.037 -0.04 0.05 -0.11 0.446
H -3.600 1.877 1.417 -0.12 -0.01 0.03 0.293
```
Positions in Å, forces in eV/Å.


C4H12N2O | wB97M-V/def2-TZVPD

Computed properties:
- SMILES = CN[C@H](CN)CO
- lowest unoccupied orbital energy (eV) = 0.80
- E_tot (eV) = -9369.71229
- Kohn-Sham gap (eV) = 9.470
- energy above the lowest of the compared OMol25 structures with the same formula, charge and spin (kJ/mol) = 142.94

The geometry in XYZ format:
```
19
Properties=species:S:1:pos:R:3:forces:R:3:mulliken_charge:R:1
O -2.163 0.400 0.822 -0.02 0.11 -0.09 -0.537
N -0.699 0.077 -1.971 -0.17 0.33 0.15 -0.653
N 1.458 0.341 0.445 0.06 0.11 -0.01 -0.352
C -0.302 -0.854 -0.918 0.01 -0.05 0.04 -0.744
C -0.822 0.856 0.895 0.32 0.09 0.25 -0.826
C 0.121 -0.233 0.421 -0.05 -0.07 0.12 0.084
C 2.546 -0.625 0.448 -0.16 -0.11 -0.41 -0.876
H -2.736 1.167 0.752 -0.09 -0.04 0.11 0.317
H 0.106 -1.009 1.192 0.02 -0.17 -0.11 0.393
H 2.723 -1.121 -0.517 -0.07 0.02 0.00 0.287
H -0.656 1.756 0.301 -0.15 0.11 -0.28 0.323
H -0.519 1.125 1.913 -0.22 -0.08 0.03 0.378
H -1.616 0.451 -1.745 0.05 -0.06 -0.05 0.303
H -1.130 -1.542 -0.742 -0.01 0.04 -0.08 0.360
H 0.528 -1.445 -1.303 0.09 -0.16 0.06 0.373
H -0.080 0.884 -1.994 0.05 -0.16 -0.13 0.239
H 2.306 -1.411 1.160 0.12 0.00 0.20 0.337
H 3.473 -0.141 0.735 0.13 0.05 0.15 0.326
H 1.561 0.998 -0.320 0.09 0.03 0.05 0.267
```
Positions in Å, forces in eV/Å.


no.,HOMO level (eV),strongest force on any atom (eV/Å)
1,-4.71,6.02
2,-8.68,4.01
3,-17.76,4.40
4,-15.68,3.28
5,-9.00,1.07
6,-8.67,0.46